(1)
{"formula": "H14O7", "method": "wB97M-V/def2-TZVPD", "gap_ev": 11.46, "max_force_ev_per_a": 0.639, "e_above_lowest_ev": 0.000, "smiles": "O.O.O.O.O.O.O", "e_lumo_ev": 0.43, "elements": ["O", "H", "H", "O", "H", "H", "O", "H", "H", "O", "H", "H", "O", "H", "H", "O", "H", "H", "O", "H", "H"], "positions_angstrom": [[-1.34635, 0.33904, -1.62751], [-2.06819, 0.13402, -0.98187], [-0.71948, -0.40073, -1.55479], [1.32430, 0.94262, 1.33394], [1.49338, 1.47811, 2.12607], [0.83147, 1.53330, 0.69625], [2.90529, -0.55896, -0.30433], [2.46231, 0.01093, 0.36511], [3.26921, 0.06827, -0.93940], [-2.91935, -0.21991, 0.48330], [-3.53659, -0.96747, 0.54927], [-2.13818, -0.48682, 1.02664], [-0.06967, 2.30964, -0.39386], [-0.61166, 1.61544, -0.85857], [0.30899, 2.86297, -1.08493], [0.55673, -1.67839, -1.00064], [1.47156, -1.31773, -0.83815], [0.68424, -2.55847, -1.36542], [-0.60449, -1.13385, 1.56214], [-0.25847, -1.56186, 0.74485], [0.03980, -0.41146, 1.69076]], "atomic_forces_ev_per_a": [[-0.2, 0.1, 0.2], [0.3, 0.0, -0.3], [-0.1, 0.0, 0.0], [0.1, 0.4, 0.5], [0.0, -0.3, -0.4], [0.0, 0.0, 0.0], [-0.1, 0.3, 0.0], [0.1, -0.1, 0.0], [0.0, -0.1, 0.0], [-0.4, -0.4, 0.3], [0.3, 0.4, 0.0], [-0.1, 0.0, -0.1], [0.0, 0.2, 0.0], [0.0, 0.0, -0.2], [-0.1, -0.1, 0.1], [0.4, 0.0, 0.1], [-0.4, -0.2, -0.1], [0.0, 0.0, 0.0], [0.4, -0.1, -0.4], [-0.3, 0.2, 0.5], [-0.2, -0.1, 0.0]]}



(2)
{"formula": "H14O7", "method": "wB97M-V/def2-TZVPD", "gap_ev": 10.28, "max_force_ev_per_a": 4.767, "e_above_lowest_ev": 3.291, "smiles": "O.O.O.O.O.O.O", "e_lumo_ev": -0.12, "elements": ["O", "H", "H", "O", "H", "H", "O", "H", "H", "O", "H", "H", "O", "H", "H", "O", "H", "H", "O", "H", "H"], "positions_angstrom": [[-0.62596, 0.79810, -0.79774], [-1.31993, 0.13216, -0.74922], [-0.22476, 0.79692, 0.08164], [0.77709, 0.29428, -2.84717], [0.28670, 0.33661, -2.05268], [1.77991, 0.43156, -2.63342], [0.77452, 2.03462, 0.83448], [-0.01302, 2.66235, 0.75409], [0.77832, 1.52968, 1.65347], [0.11860, -4.09194, -2.94139], [1.05873, -3.95213, -3.04162], [-0.23154, -3.44611, -2.28509], [-1.42421, -0.06158, 4.04586], [-2.36662, 0.06103, 4.27502], [-1.23513, 0.15823, 3.19146], [1.27030, 4.63132, 0.88192], [0.74877, 5.08869, 1.60125], [1.71798, 5.38591, 0.51588], [-1.04342, -4.28019, -0.03408], [-0.57828, -3.56186, -0.42754], [-0.24805, -4.94767, -0.02512]], "atomic_forces_ev_per_a": [[-1.3, -0.8, 0.3], [-0.2, 0.0, -0.2], [0.4, 0.4, -0.2], [4.3, -0.2, -2.1], [-0.5, 0.5, 1.7], [-3.1, -0.4, -0.4], [-1.0, 0.6, -0.1], [1.8, -1.3, 0.6], [-0.3, 0.6, 0.3], [-0.8, 0.3, 0.7], [0.2, 0.4, 0.1], [0.7, -0.7, -1.1], [-1.1, -1.0, 4.2], [0.9, 0.0, -0.7], [0.1, 1.0, -3.5], [-1.3, 1.0, 1.6], [0.7, -1.0, -1.0], [0.5, 0.4, -0.6], [2.2, -2.7, 0.5], [0.2, 1.3, -0.3], [-2.5, 1.5, 0.1]]}